No. 1
2 unconnected molecules or ions with the total composition CH4IN4 at a distorted geometry. Source: the OMol25 dataset; level of theory: wB97M-V/def2-TZVPD.

Results
DFT total energy = -15151.130 eV
energy relative to the best compared isomer or geometry (same formula, charge and spin) = 2.155 eV
net charge = +1
HOMO-LUMO gap = 6.791 eV
E_LUMO = -5.35 eV
highest occupied orbital energy = -12.14 eV

```
10
Properties=species:S:1:pos:R:3:mulliken_charge:R:1
I -2.1796 -0.0017 1.3223 -0.040
N 1.8445 1.3101 1.0983 -0.420
N 1.7625 0.8221 -0.0430 0.840
N -1.7482 -1.3909 -1.1280 -0.222
N 1.6160 0.4123 -1.0563 -0.057
C -1.0054 -0.7366 -0.3242 -0.171
H -1.3949 -1.4270 -2.0431 0.247
H 2.0571 0.6340 1.9065 0.329
H 1.6765 2.2556 1.3063 0.273
H -2.6285 -1.8779 -1.0389 0.222
```

No. 2
A molecular structure, CH4INO at a distorted geometry. Source: the OMol25 dataset; level of theory: wB97M-V/def2-TZVPD.

Results
DFT total energy = -12733.918 eV
energy relative to the best compared isomer or geometry (same formula, charge and spin) = 4.183 eV
HOMO-LUMO gap (spin up / spin down) = 8.209 / 8.244 eV
E_LUMO (spin up / spin down) = -0.24 / -0.24 eV
highest occupied orbital energy (spin up / spin down) = -8.45 / -8.48 eV

```
8
Properties=species:S:1:pos:R:3:mulliken_charge:R:1
I 3.1056 -0.4257 -0.2797 0.004
O 0.6525 0.8064 -0.3230 -0.022
N 0.9925 -0.3501 0.1182 -0.280
C -0.4120 1.4174 -0.3191 -0.214
H -0.3232 2.4177 -0.6647 0.281
H -1.3935 1.1411 0.1989 0.241
H -1.0220 -2.2582 0.7137 -0.177
H -1.5998 -2.7486 0.5557 0.166
```

No. 3
A single CH4INOS molecule. Source: the OMol25 dataset; level of theory: wB97M-V/def2-TZVPD.

Results
DFT total energy = -23573.161 eV
energy relative to the best compared isomer or geometry (same formula, charge and spin) = 0.953 eV
structure (SMILES) = CNOSI
HOMO-LUMO gap = 8.346 eV
E_LUMO = -0.39 eV
highest occupied orbital energy = -8.74 eV

```
9
Properties=species:S:1:pos:R:3:mulliken_charge:R:1
I 2.0395 0.5266 2.4901 0.022
S 0.5286 -1.2604 2.0248 0.034
O -0.5829 -0.6529 1.0105 -0.174
N -0.2639 -0.7333 -0.3980 -0.276
C -0.1993 0.5968 -0.9643 -0.648
H -0.0185 0.4789 -2.0307 0.295
H -1.1128 1.1815 -0.8099 0.278
H -1.0335 -1.2640 -0.8020 0.241
H 0.6428 1.1267 -0.5204 0.227
```

No. 4
2 unconnected molecules or ions with the total composition CH4INP2 at a distorted geometry. Source: the OMol25 dataset; level of theory: wB97M-V/def2-TZVPD.

Results
DFT total energy = -29267.622 eV
energy relative to the best compared isomer or geometry (same formula, charge and spin) = 2.324 eV
HOMO-LUMO gap (spin up / spin down) = 5.041 / 5.342 eV
E_LUMO (spin up / spin down) = -2.47 / -2.41 eV
highest occupied orbital energy (spin up / spin down) = -7.52 / -7.75 eV

```
9
Properties=species:S:1:pos:R:3:mulliken_charge:R:1
I 5.4485 3.2284 0.3179 -0.525
P -0.6288 1.6570 -0.5090 0.238
P 2.4097 1.7432 0.3836 0.092
N 0.9588 1.5029 -0.1845 -0.003
C -1.3390 0.0757 0.2318 -0.911
H -2.3103 0.0088 -0.1433 0.361
H -1.2977 0.3249 1.2751 0.293
H -1.0080 -0.8695 -0.1970 0.338
H 3.1871 1.0790 -0.5119 0.117
```

No. 5
2 unconnected molecules or ions with the total composition CH4IO2PS at a distorted geometry. Source: the OMol25 dataset; level of theory: wB97M-V/def2-TZVPD.

Results
DFT total energy = -33418.848 eV
energy relative to the best compared isomer or geometry (same formula, charge and spin) = 1.786 eV
HOMO-LUMO gap = 8.255 eV
E_LUMO = -0.88 eV
highest occupied orbital energy = -9.13 eV

```
10
Properties=species:S:1:pos:R:3:mulliken_charge:R:1
I 2.5050 -0.9519 -0.0518 -0.037
S 0.8000 0.2465 -1.4427 0.424
P 0.5763 1.2409 0.5299 -0.116
O 1.5555 1.1985 -2.2904 -0.508
O -1.4011 -0.7860 -0.2262 -0.379
C -1.5384 -1.4857 0.7407 -0.080
H -0.8997 -2.4751 0.9633 0.229
H -2.2487 -1.1146 1.6054 0.234
H -0.6348 1.8931 0.2738 0.086
H 1.2859 2.2342 -0.1020 0.147
```

No. 6
2 unconnected molecules or ions with the total composition CH4IOPS at a distorted geometry. Source: the OMol25 dataset; level of theory: wB97M-V/def2-TZVPD.

Results
DFT total energy = -31374.132 eV
energy relative to the best compared isomer or geometry (same formula, charge and spin) = 1.617 eV
structure (SMILES) = O=PI.CS
HOMO-LUMO gap = 7.126 eV
E_LUMO = -1.43 eV
highest occupied orbital energy = -8.56 eV

```
9
Properties=species:S:1:pos:R:3:mulliken_charge:R:1
I 0.6200 3.1388 0.5466 -0.126
S 0.4118 -1.2931 -0.8484 -0.187
P 2.3730 1.7498 1.6503 0.363
O 2.0727 0.3781 1.3762 -0.246
C -1.3024 -0.7768 -0.8387 -0.568
H -1.2878 0.3206 -0.6092 0.142
H -1.8372 -1.2894 0.0292 0.236
H -1.7762 -0.8892 -1.7798 0.268
H 0.7261 -1.3388 0.4739 0.118
```

No. 7
A molecular structure, CH4IPS2 at a distorted geometry. Source: the OMol25 dataset; level of theory: wB97M-V/def2-TZVPD.

Results
DFT total energy = -40159.778 eV
energy relative to the best compared isomer or geometry (same formula, charge and spin) = 1.765 eV
HOMO-LUMO gap = 8.087 eV
E_LUMO = -0.68 eV
highest occupied orbital energy = -8.77 eV

```
9
Properties=species:S:1:pos:R:3:mulliken_charge:R:1
I 4.2899 -0.4029 0.1399 0.119
S -1.4242 -0.1242 0.0920 -0.243
S 3.6562 2.7581 -0.4087 -0.172
P -0.5473 0.1399 -1.7475 -0.068
C 3.0971 1.2912 -0.2559 -0.140
H -1.6813 -0.1585 -2.3857 0.071
H -0.5926 1.5329 -1.5475 0.088
H -2.0778 -1.4055 -0.1427 0.158
H 2.0526 1.0787 -0.5442 0.187
```

No. 8
A single CH4N2O molecule at a distorted geometry. Source: the OMol25 dataset; level of theory: wB97M-V/def2-TZVPD.

Results
DFT total energy = -6125.812 eV
energy relative to the best compared isomer or geometry (same formula, charge and spin) = 4.695 eV
structure (SMILES) = NN1CO1
HOMO-LUMO gap = 11.192 eV
E_LUMO = 1.11 eV
highest occupied orbital energy = -10.08 eV

```
8
Properties=species:S:1:pos:R:3:mulliken_charge:R:1
O -1.3068 -0.6181 0.3038 -0.384
N -0.0409 -0.5152 -0.6688 -0.144
N 1.1107 -0.4954 0.0674 -0.355
C -0.8310 0.5762 -0.2599 -0.005
H -1.2994 1.2288 -1.0148 0.233
H 1.0703 0.0599 0.9428 0.245
H -0.1508 1.2362 0.4219 0.145
H 1.4479 -1.4725 0.2074 0.265
```

No. 9
A single CH4N2O molecule. Source: the OMol25 dataset; level of theory: wB97M-V/def2-TZVPD.

Results
DFT total energy = -6127.584 eV
energy relative to the best compared isomer or geometry (same formula, charge and spin) = 2.924 eV
structure (SMILES) = [H]/N=C\NO
HOMO-LUMO gap = 10.647 eV
E_LUMO = 0.85 eV
highest occupied orbital energy = -9.80 eV

```
8
Properties=species:S:1:pos:R:3:mulliken_charge:R:1
O -1.0204 0.7953 0.5170 -0.437
N -0.5693 -0.5416 0.4214 -0.213
N 1.3465 0.2864 -0.7358 -0.582
C 0.5547 -0.6464 -0.4025 -0.011
H 0.7708 -1.6677 -0.7032 0.332
H -1.3338 -1.1423 0.0890 0.260
H 0.9466 1.1643 -0.3732 0.295
H -0.9895 0.9480 1.4668 0.356
```

No. 10
A single CH4N2O molecule at a distorted geometry. Source: the OMol25 dataset; level of theory: wB97M-V/def2-TZVPD.

Results
DFT total energy = -6129.832 eV
energy relative to the best compared isomer or geometry (same formula, charge and spin) = 0.675 eV
structure (SMILES) = NC(N)=O
HOMO-LUMO gap = 10.340 eV
E_LUMO = 0.68 eV
highest occupied orbital energy = -9.66 eV

```
8
Properties=species:S:1:pos:R:3:mulliken_charge:R:1
O -0.7403 -1.3661 0.8859 -0.646
N -0.8496 0.0998 -0.8474 -0.455
N 0.8838 0.3226 0.6904 -0.418
C -0.2763 -0.3313 0.2798 0.590
H -1.3611 -0.6154 -1.3809 0.267
H 1.0143 1.2215 0.1729 0.197
H 1.4767 0.1302 1.5771 0.250
H -0.1476 0.5388 -1.3778 0.215
```

No. 11
A single CH4N2O molecule at a distorted geometry. Source: the OMol25 dataset; level of theory: wB97M-V/def2-TZVPD.

Results
DFT total energy = -6130.383 eV
energy relative to the best compared isomer or geometry (same formula, charge and spin) = 0.125 eV
structure (SMILES) = NC(N)=O
HOMO-LUMO gap = 10.886 eV
E_LUMO = 0.78 eV
highest occupied orbital energy = -10.10 eV

```
8
Properties=species:S:1:pos:R:3:mulliken_charge:R:1
O -0.4627 -1.3174 -1.0475 -0.614
N 1.1562 -0.1199 -0.0127 -0.400
N -1.0296 0.4935 0.2451 -0.382
C -0.1419 -0.4167 -0.2926 0.593
H -1.9890 0.3703 -0.0642 0.220
H 1.4345 0.6313 0.5864 0.178
H -0.7940 1.2582 0.8296 0.164
H 1.8265 -0.8993 -0.2440 0.241
```

No. 12
2 unconnected molecules or ions with the total composition CH4N2O at a distorted geometry. Source: the OMol25 dataset; level of theory: wB97M-V/def2-TZVPD.

Results
DFT total energy = -6125.306 eV
energy relative to the best compared isomer or geometry (same formula, charge and spin) = 0.000 eV
multiplicity = 3
HOMO-LUMO gap (spin up / spin down) = 10.513 / 10.533 eV
E_LUMO (spin up / spin down) = 0.77 / 0.09 eV
highest occupied orbital energy (spin up / spin down) = -9.74 / -10.44 eV

```
8
Properties=species:S:1:pos:R:3:mulliken_charge:R:1
O -2.0780 0.2233 -0.1136 -0.493
N 0.2234 -0.0961 -0.0902 -0.464
N 2.6725 0.0536 -0.1899 -0.237
C -0.9632 -0.5005 -0.0337 0.149
H -1.8954 1.1686 -0.2250 0.301
H 0.3943 0.8933 -0.2390 0.210
H -1.1737 -1.5550 0.0994 0.322
H 2.8201 -0.1871 0.7921 0.212
```

No. 13
2 unconnected molecules or ions with the total composition CH4N2O2 at a distorted geometry. Source: the OMol25 dataset; level of theory: wB97M-V/def2-TZVPD.

Results
DFT total energy = -8173.228 eV
energy relative to the best compared isomer or geometry (same formula, charge and spin) = 3.457 eV
HOMO-LUMO gap = 9.508 eV
E_LUMO = 0.58 eV
highest occupied orbital energy = -8.93 eV

```
9
Properties=species:S:1:pos:R:3:mulliken_charge:R:1
O 2.7478 1.0260 -0.4697 -0.529
O 2.6769 -0.8603 0.6136 -0.512
N 2.1669 0.0466 -0.0248 0.592
N -0.7166 0.2475 0.3879 -0.382
C 0.2396 -0.3063 -0.4206 -0.261
H 0.3892 -1.3432 -0.1224 0.307
H -1.0965 1.1746 0.1737 0.240
H -0.7552 -0.0274 1.4127 0.253
H 0.2516 -0.1213 -1.5310 0.292
```

No. 14
2 unconnected molecules or ions with the total composition CH4N2O2 at a distorted geometry. Source: the OMol25 dataset; level of theory: wB97M-V/def2-TZVPD.

Results
DFT total energy = -8169.719 eV
energy relative to the best compared isomer or geometry (same formula, charge and spin) = 6.966 eV
HOMO-LUMO gap (spin up / spin down) = 10.977 / 5.968 eV
E_LUMO (spin up / spin down) = 0.63 / -2.35 eV
highest occupied orbital energy (spin up / spin down) = -10.35 / -8.31 eV

```
9
Properties=species:S:1:pos:R:3:mulliken_charge:R:1
O 0.7689 1.0923 -0.6554 -0.248
O -1.7029 0.4554 0.2703 -0.378
N -0.2198 1.8393 -0.7396 -0.035
N -1.3540 1.5509 -0.2380 0.359
C 1.1479 -1.8202 0.4492 -0.855
H 2.2114 -1.8043 0.3173 0.302
H 0.6972 -1.2899 1.2659 0.265
H 0.5178 -2.3014 -0.2703 0.284
H -2.0666 2.2780 -0.3992 0.306
```

No. 15
A single CH4N2O2 molecule at a distorted geometry. Source: the OMol25 dataset; level of theory: wB97M-V/def2-TZVPD.

Results
DFT total energy = -8172.602 eV
energy relative to the best compared isomer or geometry (same formula, charge and spin) = 4.083 eV
structure (SMILES) = O/N=C/NO
HOMO-LUMO gap = 9.892 eV
E_LUMO = 0.71 eV
highest occupied orbital energy = -9.19 eV

```
9
Properties=species:S:1:pos:R:3:mulliken_charge:R:1
O -0.3098 -0.1453 -1.8959 -0.416
O 0.7098 1.5992 1.5378 -0.291
N -0.3709 -0.8689 -0.7132 -0.176
N 0.3778 1.1117 0.2470 -0.181
C 0.0815 -0.0923 0.3794 -0.017
H 0.6464 0.8094 2.1181 0.303
H 0.0025 -0.6312 1.4104 0.170
H 0.2014 -1.7024 -0.7886 0.251
H -1.3387 -0.0802 -2.2949 0.356
```

No. 16
A single CH4N2O2 molecule at a distorted geometry. Source: the OMol25 dataset; level of theory: wB97M-V/def2-TZVPD.

Results
DFT total energy = -8171.503 eV
energy relative to the best compared isomer or geometry (same formula, charge and spin) = 5.182 eV
structure (SMILES) = CONN=O
HOMO-LUMO gap = 10.347 eV
E_LUMO = 0.76 eV
highest occupied orbital energy = -9.59 eV

```
9
Properties=species:S:1:pos:R:3:mulliken_charge:R:1
O -2.0628 1.0641 1.1572 -0.588
O 1.1328 0.2065 -0.0098 -0.265
N -1.1703 0.3834 0.6523 0.015
N -0.1768 1.0036 0.4339 0.288
C 0.6984 -0.9636 -0.5810 -0.463
H -0.0186 -0.6829 -1.4423 0.212
H -0.0062 2.0406 0.5091 0.249
H 0.1091 -1.4863 0.1917 0.245
H 1.4942 -1.5654 -0.9112 0.308
```

No. 17
A single CH4N2O2 molecule at a distorted geometry. Source: the OMol25 dataset; level of theory: wB97M-V/def2-TZVPD.

Results
DFT total energy = -8172.612 eV
energy relative to the best compared isomer or geometry (same formula, charge and spin) = 4.074 eV
structure (SMILES) = O/N=C/NO
HOMO-LUMO gap = 10.027 eV
E_LUMO = 0.62 eV
highest occupied orbital energy = -9.41 eV

```
9
Properties=species:S:1:pos:R:3:mulliken_charge:R:1
O -0.8341 2.0445 -0.2788 -0.384
O 0.8302 -1.9858 0.8268 -0.379
N 0.7059 -1.0216 -0.2002 -0.213
N -0.8016 0.6496 -0.5587 -0.374
C 0.2285 0.2610 0.1069 -0.059
H 0.7542 1.0071 0.8004 0.362
H -1.3576 2.4340 -1.0078 0.343
H -0.0320 -1.6186 1.3538 0.372
H -0.0339 -1.2540 -0.8592 0.332
```

No. 18
2 unconnected molecules or ions with the total composition CH4N2O2S at a distorted geometry. Source: the OMol25 dataset; level of theory: wB97M-V/def2-TZVPD.

Results
DFT total energy = -19009.108 eV
energy relative to the best compared isomer or geometry (same formula, charge and spin) = 2.816 eV
HOMO-LUMO gap = 7.213 eV
E_LUMO = -0.63 eV
highest occupied orbital energy = -7.85 eV

```
10
Properties=species:S:1:pos:R:3:mulliken_charge:R:1
S -1.9764 2.0823 -0.3257 0.698
O -2.1586 0.8953 0.4922 -0.360
O -0.9437 2.9642 0.1325 -0.360
N 0.8927 -0.9522 -0.3516 0.148
N 0.3688 0.0979 -0.9916 -0.622
C 0.6629 -1.1667 0.9479 -0.423
H 1.4706 -1.6331 -0.8321 0.250
H 0.4439 -0.0223 -1.9950 0.144
H 1.1164 -1.9445 1.4329 0.311
H 0.1233 -0.3209 1.4903 0.213
```

No. 19
2 unconnected molecules or ions with the total composition CH4N2O2S at a distorted geometry. Source: the OMol25 dataset; level of theory: wB97M-V/def2-TZVPD.

Results
DFT total energy = -19007.515 eV
energy relative to the best compared isomer or geometry (same formula, charge and spin) = 4.409 eV
HOMO-LUMO gap (spin up / spin down) = 8.107 / 9.041 eV
E_LUMO (spin up / spin down) = -1.16 / -1.84 eV
highest occupied orbital energy (spin up / spin down) = -9.27 / -10.88 eV

```
10
Properties=species:S:1:pos:R:3:mulliken_charge:R:1
S -0.6588 0.7693 0.4362 0.757
O -0.0606 1.2987 1.6228 -0.451
O -1.9435 1.3220 0.0342 -0.491
N 1.0045 0.8507 -1.7937 -0.511
N -0.2519 -1.7299 1.5564 -0.464
C -0.5400 -1.1580 0.5039 0.027
H 1.9519 1.0203 -1.4792 0.241
H -0.3849 -1.5275 -0.5224 0.363
H 0.7478 1.8239 -1.8579 0.251
H 0.1355 -2.6693 1.4996 0.278
```

No. 20
2 unconnected molecules or ions with the total composition CH4N2O2S at a distorted geometry. Source: the OMol25 dataset; level of theory: wB97M-V/def2-TZVPD.

Results
DFT total energy = -19007.783 eV
energy relative to the best compared isomer or geometry (same formula, charge and spin) = 4.141 eV
HOMO-LUMO gap = 8.611 eV
E_LUMO = 0.23 eV
highest occupied orbital energy = -8.38 eV

```
10
Properties=species:S:1:pos:R:3:mulliken_charge:R:1
S 1.7761 -0.0462 -0.1782 0.685
O 1.6539 0.8054 1.0497 -0.641
O 0.9497 -1.5131 0.1087 -0.511
N 0.5218 0.6158 -1.1210 -0.774
N -2.1760 0.4379 0.1920 -0.208
C -1.0989 0.8523 0.4336 0.097
H 1.3743 -2.2310 0.6461 0.300
H 0.0270 -0.1178 -1.5845 0.260
H -0.2502 1.3829 0.6428 0.520
H -2.7777 -0.1863 -0.1891 0.273
```